1.
Molecular formula: C4H10O
Method: DFT, ωB97M-V/def2-TZVPD

Positions of all 15 atoms, in Å:
O1 1.5544 1.4142 1.4655
C1 0.6017 0.8819 -1.6161
C2 0.1970 -0.2322 -0.6951
C3 -0.9597 -0.3051 -0.0344
C4 -1.3327 -1.3921 0.9325
H1 0.7249 0.5276 -2.6461
H2 0.7322 1.0268 1.1322
H3 -2.1467 -2.0141 0.5419
H4 -1.6815 -0.9675 1.8812
H5 1.5555 1.3106 -1.2893
H6 -0.1413 1.6862 -1.6145
H7 -0.4799 -2.0449 1.1467
H8 0.9329 -1.0267 -0.5453
H9 2.1430 0.6534 1.5330
H10 -1.6999 0.4821 -0.1922

E_HOMO, eV: -9.54
Structure (SMILES): C/C=C/C.O
Spin multiplicity: 1
Charge: 0

Atom charges from the natural (NBO) analysis, given in e for atoms 1 to 8: O -0.946; C -0.649; C -0.194; C -0.202; C -0.643; H 0.217; H 0.478; H 0.219

---

2.
Molecular formula: C4H10O
Method: DFT, ωB97M-V/def2-TZVPD

Positions of all 15 atoms, in Å:
O1 -0.5108 -0.2678 -1.0717
C1 0.6057 -0.1206 -0.3332
C2 -1.1089 -1.5497 -0.9722
C3 1.2586 1.1996 -0.6213
C4 -0.2021 0.4391 1.6138
H1 -0.6572 -0.3065 2.2734
H2 0.5578 2.0461 -0.6614
H3 0.5253 1.0511 2.1510
H4 -0.9655 1.0473 1.1289
H5 -1.5765 -1.6657 0.0145
H6 -0.3655 -2.3403 -1.1166
H7 1.7429 1.1231 -1.6020
H8 -1.8801 -1.6100 -1.7433
H9 2.0327 1.4093 0.1208
H10 0.5437 -0.4549 0.8192

E_HOMO, eV: -7.52
Spin multiplicity: 1
Charge: 0

Atom charges from the natural (NBO) analysis, given in e for atoms 1 to 8: O -0.522; C 0.129; C -0.249; C -0.690; C -0.767; H 0.210; H 0.201; H 0.209

---

Top of the stability list: 1, leading by 82.7 kcal/mol.

---

1.
Molecular formula: C4H10O
Method: DFT, ωB97M-V/def2-TZVPD

Positions of all 15 atoms, in Å:
O1 2.5243 -0.9531 -3.0613
C1 -1.5951 0.2296 2.8141
C2 -2.2498 0.5397 1.7037
C3 -3.1858 1.6738 1.5302
C4 3.7406 -1.2604 -2.2989
H1 3.9487 -0.2458 -1.9837
H2 -3.1467 2.4153 2.3320
H3 4.4362 -1.5472 -3.0973
H4 3.7222 -2.0757 -1.5890
H5 -2.0741 -0.0552 0.8082
H6 -0.8599 -0.5642 2.8492
H7 2.3397 -1.6502 -3.6796
H8 -3.0263 2.1902 0.5789
H9 -4.2158 1.3031 1.5082
H10 -1.7946 0.6495 3.7938

E_HOMO, eV: -9.50
Structure (SMILES): C=CC.CO
Spin multiplicity: 1
Charge: 0

Atom charges from the natural (NBO) analysis, given in e for atoms 1 to 8: O -0.735; C -0.406; C -0.168; C -0.652; C -0.258; H 0.197; H 0.213; H 0.163

---

2.
Molecular formula: C4H10O
Method: DFT, ωB97M-V/def2-TZVPD

Positions of all 15 atoms, in Å:
O1 -0.5656 1.3565 -0.7661
C1 -0.1282 0.1837 -0.0768
C2 0.1914 -0.9559 -1.0627
C3 -1.3335 -0.2056 0.7872
C4 1.1695 0.5407 0.6723
H1 0.2319 1.8013 -1.0788
H2 0.9773 -1.5968 -0.6514
H3 1.9176 0.8730 -0.0665
H4 1.0329 1.3576 1.3884
H5 -0.6791 -1.5863 -1.2670
H6 1.6146 -0.3155 1.1893
H7 -1.2700 -1.2370 1.1502
H8 -2.2304 -0.1328 0.1581
H9 0.5471 -0.5503 -2.0145
H10 -1.4756 0.4673 1.6382

E_HOMO, eV: -10.17
Structure (SMILES): CC(C)(C)O
Spin multiplicity: 1
Charge: 0

Atom charges from the natural (NBO) analysis, given in e for atoms 1 to 8: O -0.723; C 0.239; C -0.631; C -0.619; C -0.632; H 0.461; H 0.206; H 0.199

---

3.
Molecular formula: C4H10O
Method: DFT, ωB97M-V/def2-TZVPD

Positions of all 15 atoms, in Å:
O1 -1.2262 0.4665 2.4767
C1 -0.3897 -0.2736 1.6093
C2 0.5060 0.1250 -2.1579
C3 -0.3134 0.4499 0.2761
C4 0.6488 -0.2568 -0.6773
H1 0.6241 -0.3836 2.0313
H2 -0.3602 0.7675 -2.3471
H3 -0.7808 -1.2926 1.4423
H4 0.3749 -0.7802 -2.7502
H5 1.6772 -0.0669 -0.3531
H6 -1.3335 -0.0376 3.2914
H7 0.0034 1.4851 0.4519
H8 -1.3180 0.4975 -0.1634
H9 0.4988 -1.3397 -0.5845
H10 1.3886 0.6395 -2.5454

E_HOMO, eV: -10.30
Structure (SMILES): CCCCO
Spin multiplicity: 1
Charge: 0

Atom charges from the natural (NBO) analysis, given in e for atoms 1 to 8: O -0.720; C -0.051; C -0.610; C -0.410; C -0.400; H 0.152; H 0.206; H 0.152

---

Top of the stability list: 2, leading by 7.1 kcal/mol.

---

1.
Molecular formula: C4H10O
Method: DFT, ωB97M-V/def2-TZVPD

Positions of all 15 atoms, in Å:
O1 0.3082 1.1563 0.6572
C1 0.3200 -1.3565 -0.3961
C2 1.7114 0.9962 0.4202
C3 -1.9612 -0.4581 0.0146
C4 -0.6219 -0.4539 -0.6532
H1 1.1627 -1.5021 -1.0594
H2 2.0437 -0.0548 0.4761
H3 0.2754 -1.9524 0.5134
H4 -2.4192 0.5169 0.2201
H5 -0.0139 2.0363 0.4211
H6 2.0262 1.3429 -0.5752
H7 -0.5149 0.2229 -1.5028
H8 -2.6126 -0.9828 -0.6923
H9 2.2291 1.5257 1.2136
H10 -1.9329 -1.0367 0.9426

E_HOMO, eV: -8.48
Structure (SMILES): C=CC.CO
Spin multiplicity: 1
Charge: 0

Atom charges from the natural (NBO) analysis, given in e for atoms 1 to 8: O -0.722; C -0.496; C -0.259; C -0.642; C -0.103; H 0.194; H 0.203; H 0.189

---

2.
Molecular formula: C4H10O
Method: DFT, ωB97M-V/def2-TZVPD

Positions of all 15 atoms, in Å:
O1 1.3783 -0.8455 -0.5226
C1 0.6632 1.3497 -0.0555
C2 -0.7850 -0.4709 0.6957
C3 0.6234 -0.0788 0.4517
C4 -1.7337 -0.0398 -0.5082
H1 -1.4622 -0.4287 -1.4574
H2 1.1051 -0.2626 1.4622
H3 1.0929 -1.7640 -0.3919
H4 -1.6087 1.0793 -0.4173
H5 -2.7987 -0.2561 -0.4483
H6 -1.1358 0.2892 1.4906
H7 -0.1250 2.0115 0.4473
H8 0.5020 1.4213 -1.2085
H9 -0.8975 -1.5049 1.0195
H10 1.6938 1.6182 0.1831

E_HOMO, eV: -10.22
Structure (SMILES): CC[C@H](C)O
Spin multiplicity: 1
Charge: 0

Atom charges from the natural (NBO) analysis, given in e for atoms 1 to 8: O -0.724; C -0.641; C -0.416; C 0.081; C -0.622; H 0.208; H 0.160; H 0.463

---

3.
Molecular formula: C4H10O
Method: DFT, ωB97M-V/def2-TZVPD

Positions of all 15 atoms, in Å:
O1 1.2765 -0.6408 -0.1180
C1 0.1778 0.3495 -0.0834
C2 2.5907 0.0352 0.0082
C3 -2.3322 0.0955 0.0259
C4 -0.9857 -0.6487 0.0036
H1 3.3115 -0.7750 -0.1086
H2 0.1891 0.9961 0.7440
H3 2.7205 1.0239 -0.6148
H4 -3.1210 -0.5741 0.3928
H5 2.7375 0.3668 1.0713
H6 -1.0297 -1.3087 -0.8803
H7 -0.7586 -1.3125 0.9515
H8 -2.6097 0.3373 -1.1485
H9 0.0571 0.9836 -0.9398
H10 -2.2238 1.0719 0.6962

E_HOMO, eV: -9.90
Structure (SMILES): CCCOC
Spin multiplicity: 1
Charge: 0

Atom charges from the natural (NBO) analysis, given in e for atoms 1 to 8: O -0.548; C -0.070; C -0.269; C -0.616; C -0.410; H 0.200; H 0.165; H 0.178

---

Top of the stability list: 2, leading by 18.6 kcal/mol.